Formula: C42H70BN9O3S5SiTi
Source: the OMol25 dataset
Level of theory: wB97M-V/def2-TZVPD

XYZ file:
```
132
Properties=species:S:1:pos:R:3:forces:R:3
Ti -0.5724 -0.5536 0.5389 -1.099 0.457 1.306
C -0.3407 -5.1327 3.4751 0.108 0.132 0.039
C 1.0994 -4.7702 3.0903 -0.189 -0.152 -0.222
C 1.9939 -5.9112 3.5719 0.079 0.085 -0.013
C 1.2478 -4.6116 1.5730 -0.002 0.075 0.092
N 1.5297 -3.5082 3.7516 -0.010 0.360 0.041
C 2.6463 -3.4120 4.5628 0.103 -0.021 0.169
C 2.7380 -2.1380 4.9771 0.042 0.038 0.025
N 1.7067 -1.4245 4.4185 -0.365 -0.390 0.067
B 1.5578 0.0756 4.7691 0.106 -0.022 -0.360
N 0.1203 0.5968 4.4937 -0.214 0.290 -0.073
C -0.7992 0.5094 5.5111 0.073 -0.065 0.104
C -1.9784 0.9657 5.0617 -0.108 -0.069 0.114
N -1.7977 1.3525 3.7481 0.382 -0.078 0.010
C -0.5014 1.0917 3.3990 -0.122 0.142 0.536
S 0.2526 1.3971 1.8883 0.381 0.329 -0.008
C -2.9303 1.7433 2.8674 -0.097 0.045 -0.290
C -3.3236 0.4929 2.0789 -0.016 0.088 0.146
C -2.5580 2.9113 1.9424 0.031 -0.038 0.066
C -4.1054 2.1913 3.7380 0.062 -0.111 0.102
N 2.6502 0.9513 4.1239 0.239 0.103 -0.160
C 2.8558 2.2157 4.6353 -0.168 0.059 -0.010
C 3.8389 2.7994 3.9392 0.051 0.152 0.184
N 4.3018 1.8830 3.0047 -0.157 -0.125 0.218
C 3.5324 0.7409 3.1033 -0.093 0.040 0.122
S 3.6148 -0.6673 2.1832 0.129 -0.002 -0.497
C 5.3301 2.2648 2.0006 0.009 -0.021 -0.241
C 4.5850 2.7453 0.7514 -0.004 -0.113 0.053
C 6.1809 3.3980 2.5812 -0.090 0.064 -0.016
C 6.2833 1.1188 1.6590 -0.118 -0.036 0.155
C 0.9667 -2.2624 3.6610 0.483 0.154 0.133
S -0.4563 -1.8800 2.7862 -0.268 -0.469 0.004
H -0.6062 -6.0836 3.0100 0.054 -0.016 0.018
H -1.0412 -4.3760 3.1424 -0.074 0.076 -0.036
H -0.4252 -5.2384 4.5587 -0.003 -0.015 -0.012
H 1.6606 -6.8319 3.0959 -0.017 0.003 -0.023
H 1.9122 -6.0402 4.6523 0.028 -0.047 -0.013
H 3.0401 -5.7543 3.3065 -0.013 -0.036 -0.027
H 0.9346 -5.5318 1.0758 0.030 -0.018 0.009
H 2.2864 -4.3965 1.3126 -0.006 -0.020 0.000
H 0.6271 -3.7911 1.2164 -0.040 0.010 -0.014
H 3.2925 -4.2401 4.7783 -0.063 0.021 0.003
H 3.4684 -1.6637 5.6083 0.000 -0.013 -0.017
H 1.7011 0.1761 5.9619 0.003 -0.042 0.095
H -0.5262 0.1173 6.4744 -0.006 0.055 0.000
H -2.9139 1.0539 5.5782 0.018 0.007 -0.044
H -2.4617 0.1066 1.5249 -0.438 0.180 0.150
H -4.1066 0.7268 1.3581 0.058 -0.039 -0.089
H -3.6678 -0.2979 2.7484 0.014 0.014 0.034
H -2.0274 2.5709 1.0624 0.092 0.023 -0.072
H -1.9363 3.6369 2.4678 -0.027 0.020 0.025
H -3.4700 3.4109 1.6108 -0.020 -0.049 0.036
H -4.5302 1.3666 4.3115 -0.014 0.029 0.012
H -4.8903 2.5780 3.0910 0.015 -0.016 -0.027
H -3.7994 2.9847 4.4219 -0.052 0.035 -0.012
H 2.2663 2.5930 5.4526 0.011 0.012 -0.009
H 4.2507 3.7837 4.0503 0.005 -0.063 0.007
H 3.9466 3.5961 0.9963 0.004 0.014 -0.022
H 3.9508 1.9403 0.3767 0.012 -0.025 -0.038
H 5.2880 3.0394 -0.0302 0.005 0.008 0.017
H 5.6308 4.3372 2.6466 0.048 0.012 -0.017
H 7.0377 3.5606 1.9290 -0.017 0.012 -0.027
H 6.5510 3.1362 3.5734 0.036 -0.003 -0.018
H 5.7520 0.2880 1.2143 -0.001 -0.092 -0.062
H 6.7777 0.7564 2.5621 0.031 -0.009 -0.007
H 7.0422 1.4845 0.9645 -0.027 0.057 0.044
C -3.6586 -4.5722 -1.2287 -0.172 0.041 0.071
N -2.3300 -4.2103 -1.6628 0.276 0.295 0.074
C -1.6239 -4.7399 -2.7142 0.068 -0.100 -0.136
C -0.4419 -4.1093 -2.7664 0.021 -0.118 -0.045
N -0.3985 -3.1770 -1.7239 -0.443 -0.223 0.030
C -1.5944 -3.2353 -1.0576 -0.232 -0.068 0.049
S -2.2017 -2.3763 0.2512 -0.033 -0.456 -0.225
C 0.7599 -2.4122 -1.4666 0.509 0.474 0.103
C 1.9656 -2.8712 -1.9914 -0.150 -0.092 0.037
C 3.0870 -2.0709 -1.9736 -0.034 0.007 0.004
C 2.9687 -0.7988 -1.4125 0.041 0.019 0.070
C 1.7969 -0.4535 -0.8021 0.292 0.069 -0.421
N 0.6822 -1.2408 -0.7612 1.059 -1.264 -1.145
H -4.0292 -5.3820 -1.8517 0.045 0.009 -0.035
H -4.3198 -3.7085 -1.3034 -0.006 -0.029 -0.033
H -3.6370 -4.8861 -0.1852 0.013 -0.033 -0.026
H -2.0258 -5.5087 -3.3498 -0.006 0.016 0.007
H 0.3568 -4.2286 -3.4702 -0.007 0.064 -0.010
H 2.0196 -3.8709 -2.3957 0.038 0.034 -0.042
H 4.0230 -2.4205 -2.3850 -0.007 -0.017 0.000
H 3.7999 -0.1089 -1.4100 -0.020 0.031 0.087
H 1.6994 0.5061 -0.3150 0.017 0.047 0.127
C -2.8491 -1.1530 -5.2798 0.120 0.115 0.126
C -1.4723 -0.4983 -5.1584 -0.030 -0.059 -0.215
C -0.3779 -1.4973 -5.5165 0.009 0.145 0.126
C -1.3864 0.7155 -6.0860 -0.018 -0.012 0.210
O -1.2581 -0.1317 -3.7882 0.054 -0.144 -0.289
Si -1.7637 1.2149 -3.0052 0.017 0.105 0.467
S -1.9001 0.7678 -0.9646 -0.079 0.616 -0.458
O -0.8916 2.5385 -3.4426 0.119 0.047 0.174
C 0.4128 3.0555 -3.1750 0.066 0.111 -0.067
C 1.4620 2.0346 -3.6082 -0.134 0.032 0.042
C 0.5558 3.4139 -1.6961 -0.167 -0.132 -0.159
C 0.5334 4.3230 -4.0169 -0.060 -0.117 0.008
O -3.2527 1.5902 -3.5638 -0.250 0.030 -0.140
C -4.2332 2.5520 -3.1506 -0.148 0.049 -0.030
C -4.8410 3.1074 -4.4355 0.049 -0.071 0.103
C -5.2764 1.8061 -2.3187 0.158 0.003 -0.066
C -3.6345 3.7004 -2.3365 0.148 -0.218 -0.121
H -3.0431 -1.4402 -6.3148 -0.017 -0.041 0.007
H -3.6101 -0.4461 -4.9521 -0.055 -0.013 -0.039
H -2.9017 -2.0375 -4.6412 0.020 -0.027 -0.022
H -0.4891 -1.8230 -6.5516 0.029 -0.036 0.001
H -0.4404 -2.3641 -4.8593 -0.012 -0.043 0.003
H 0.6044 -1.0376 -5.3881 -0.002 -0.006 -0.032
H -1.4303 0.3981 -7.1287 -0.010 -0.013 -0.006
H -0.4528 1.2524 -5.9145 0.005 -0.013 -0.057
H -2.2142 1.3962 -5.8870 0.014 0.052 -0.041
H 1.2288 1.0640 -3.1735 0.082 -0.104 0.070
H 2.4578 2.3413 -3.2848 0.032 -0.001 -0.019
H 1.4605 1.9289 -4.6953 0.016 -0.020 0.025
H 0.3959 2.5346 -1.0784 0.047 -0.106 0.139
H -0.2061 4.1452 -1.4197 0.028 0.027 0.014
H 1.5450 3.8286 -1.4936 -0.010 0.011 -0.007
H 0.4052 4.0822 -5.0734 0.015 0.017 -0.004
H 1.5111 4.7856 -3.8713 -0.001 0.019 -0.019
H -0.2432 5.0328 -3.7291 0.027 0.026 0.007
H -5.2678 2.2983 -5.0300 0.001 0.009 -0.014
H -4.0634 3.6021 -5.0192 -0.022 0.009 -0.031
H -5.6244 3.8321 -4.2071 -0.025 -0.006 -0.014
H -5.8061 1.0829 -2.9413 -0.001 -0.019 0.024
H -5.9983 2.4980 -1.8812 -0.032 0.007 -0.039
H -4.7617 1.2708 -1.5200 -0.055 0.002 0.051
H -2.8781 4.2205 -2.9241 0.009 0.035 0.015
H -3.1646 3.3151 -1.4311 0.002 0.038 0.077
H -4.4215 4.4038 -2.0611 -0.006 -0.004 0.004
```
Forces are in eV/Å.

Results
HOMO-LUMO gap (spin up / spin down): 5.9 / 7.0 eV
HOMO energy (spin up / spin down): -0.1997 / -0.2455 Ha
M: 996.18 Da
DFT total energy: -150100.9399 eV
LUMO level (spin up / spin down): 0.43 / 0.28 eV
<S²>: 2.0296
2S+1: 3